1.
Density functional theory data (wB97M-V/def2-TZVPD) for C30H24BrClN3O3Sn as an isolated structure at a distorted geometry.

The geometry in XYZ format:
```
63
Properties=species:S:1:pos:R:3:forces:R:3:lowdin_charge:R:1
Sn -0.565858 -17.736178 -5.090323 -1.3 0.0 2.6 1.29
N -0.901682 -15.386661 -5.642791 1.3 0.0 -2.5 -0.02
C 0.551572 -15.029233 -5.950381 -1.5 0.6 -0.8 -0.15
C 1.367262 -15.446670 -4.756970 0.1 -0.5 1.1 -0.59
O 2.181286 -14.677708 -4.270637 0.6 0.2 0.0 0.03
N 1.010572 -16.645851 -4.259909 0.1 -0.5 0.5 -0.09
C 1.737922 -17.280803 -3.084008 1.3 1.7 -2.1 -0.07
C 1.335905 -18.732717 -2.956315 -1.2 -1.7 -0.3 -0.61
O 1.966048 -19.601419 -2.369417 0.2 1.3 -0.1 0.04
O 0.180658 -19.017518 -3.539995 0.9 0.2 -0.7 -0.19
H -1.440166 -15.159517 -6.494481 0.1 -0.3 0.7 0.10
H -1.267739 -14.815285 -4.906663 -0.2 0.1 0.7 0.09
H 0.690462 -13.951472 -6.175404 0.0 -0.6 0.4 0.12
H 0.790964 -15.563637 -6.887622 0.2 0.0 0.5 0.11
H 1.647234 -16.694535 -2.161415 -0.4 -0.3 -0.2 0.13
H 2.805363 -17.150982 -3.402241 -0.6 -0.6 0.7 0.13
Br 1.447362 -21.169330 -10.687723 -0.8 0.5 1.3 0.62
C 0.655305 -20.254445 -9.105552 -0.1 -0.9 -1.1 -0.61
C 0.693822 -20.797565 -7.847927 0.7 -0.6 1.3 -0.11
C 0.306235 -20.031690 -6.739563 -0.4 0.6 -1.2 -0.10
C -0.154899 -18.713906 -6.934409 0.5 -0.7 0.8 -0.27
C -0.300062 -18.256442 -8.228369 -0.8 0.8 -0.2 -0.13
C -0.004654 -19.070906 -9.313929 0.1 0.7 -0.4 -0.15
H 1.055432 -21.805175 -7.642455 0.1 0.3 -0.3 0.11
H 0.321048 -20.446328 -5.749715 0.2 -0.3 0.3 0.09
H -0.711275 -17.246026 -8.420161 0.2 -0.7 0.1 0.11
H -0.301909 -18.785327 -10.312792 0.4 0.3 -0.1 0.10
Cl -4.588261 -23.699438 -7.847771 -0.2 0.5 -0.2 0.65
C -4.716165 -21.992857 -8.195937 0.5 1.5 0.6 -0.64
C -5.609232 -21.460818 -9.117399 1.3 0.4 0.2 -0.08
C -5.589180 -20.066383 -9.375695 0.9 -1.4 1.3 -0.05
C -4.710208 -19.238467 -8.663792 -0.8 -0.2 -1.0 -0.15
N -3.893870 -19.771820 -7.780199 0.8 0.2 1.0 0.06
C -3.885405 -21.075035 -7.512617 -1.5 0.1 -1.5 -0.14
H -6.136533 -22.223529 -9.645458 -0.9 0.2 -0.6 0.09
H -6.197818 -19.686626 -10.127413 -1.1 0.7 -1.1 0.07
H -4.678176 -18.121088 -8.850463 0.0 -1.5 0.3 0.12
H -3.252748 -21.402577 -6.746174 1.0 -0.4 1.0 0.09
C -2.325519 -17.681129 -4.024957 0.7 0.5 -1.2 -0.15
C -3.096782 -17.798873 -3.070427 1.2 -0.3 -2.6 -0.22
C -4.024701 -17.960271 -2.138240 -2.5 -0.4 1.5 -0.25
C -3.703851 -17.361901 -0.876662 -0.5 0.5 1.3 -0.21
C -4.535715 -16.584854 -0.035567 0.6 -0.1 -0.6 -0.04
C -3.997689 -15.974181 1.086394 -2.4 0.6 0.4 -0.13
C -2.732326 -16.263362 1.492268 1.3 1.4 1.6 -0.16
C -1.888154 -16.950753 0.662018 1.2 -1.2 0.0 -0.10
C -2.394852 -17.535571 -0.479092 0.7 0.3 0.3 -0.04
C -5.215281 -18.747958 -2.342427 -0.3 0.4 0.7 -0.17
C -6.069672 -19.176309 -1.275246 -0.6 0.6 -0.6 -0.04
C -7.235460 -19.906311 -1.518074 0.7 -0.2 -1.2 -0.11
C -7.463440 -20.373143 -2.832961 -1.3 -0.2 0.8 -0.15
C -6.629249 -19.971387 -3.849690 -0.3 -0.9 -0.8 -0.15
C -5.593004 -19.105354 -3.623668 0.9 -0.1 -1.9 -0.07
H -5.569432 -16.440660 -0.289587 -0.3 0.2 -0.2 0.10
H -4.638160 -15.243900 1.664258 0.7 -1.1 -0.5 0.11
H -2.377771 -15.851296 2.455961 -0.1 -0.2 -0.7 0.10
H -0.829099 -17.129620 0.927978 -0.7 0.1 0.0 0.11
H -1.820932 -18.164855 -1.130512 0.7 -0.1 0.0 0.11
H -5.906658 -18.728584 -0.310678 0.2 -0.3 0.4 0.08
H -7.965527 -20.159308 -0.755398 0.3 0.1 0.2 0.08
H -8.385684 -20.937089 -3.081019 0.8 0.2 0.3 0.09
H -6.751232 -20.439294 -4.839327 -0.2 0.6 0.3 0.10
H -5.031799 -18.746189 -4.521190 -0.2 -0.3 1.1 0.11
```
Forces are in eV/Å.

Summary:
E_HOMO	-2.62	eV
net charge	-1
multiplicity	1

=====

2.
Density functional theory data (wB97M-V/def2-TZVPD) for C30H24BrClO2PPd as an isolated structure at a distorted geometry.

The geometry in XYZ format:
```
60
Properties=species:S:1:pos:R:3:forces:R:3:lowdin_spin:R:1
C -0.804088 -1.238001 0.605317 0.4 -0.3 0.4 0.14
C -0.679027 -2.038449 -0.568983 -0.3 -0.3 0.6 0.26
C 0.703625 -2.156439 -0.891504 0.7 0.0 0.6 0.22
H -1.505807 -2.496482 -1.105412 0.2 0.2 0.1 0.01
C 1.457896 -1.455066 0.100846 -0.4 -0.6 -0.1 0.18
C 0.527729 -0.907082 1.055554 -0.4 -0.8 -0.1 0.22
H 0.788024 -0.321565 1.926550 0.0 -0.1 0.0 0.01
H -1.736008 -0.934342 1.076620 0.3 -0.2 -0.1 0.00
H 1.125144 -2.698999 -1.732605 -0.1 0.2 0.2 0.01
H 2.535974 -1.344012 0.142949 -0.3 0.0 -0.1 0.00
Pd 0.159697 0.197408 -0.835023 -0.6 0.7 2.1 1.09
Cl 2.247786 1.443743 -1.065438 0.5 0.3 0.0 0.36
P 0.215567 0.496588 -2.944385 0.1 -0.2 -4.3 0.19
C 1.256856 -0.699431 -3.830889 0.4 0.0 -0.4 0.01
C 0.868340 -1.284282 -5.050734 0.2 -0.2 0.2 0.01
H -0.102714 -1.061514 -5.497358 0.2 -0.2 0.2 0.00
C 1.744273 -2.147436 -5.712754 0.1 0.1 0.0 0.00
H 1.413936 -2.656832 -6.618081 0.1 0.2 0.2 0.00
C 3.041706 -2.353691 -5.233229 -0.2 0.2 0.3 0.00
H 3.737702 -2.992317 -5.774089 -0.2 0.1 0.1 0.00
C 3.453692 -1.706323 -4.064574 -0.1 0.0 -0.2 0.00
H 4.467404 -1.820332 -3.686409 -0.2 0.0 -0.1 0.00
C 2.565289 -0.893767 -3.368260 -0.1 -0.1 0.0 0.00
H 2.887392 -0.377089 -2.462857 0.0 -0.3 -0.3 0.00
C -1.485531 -0.016553 -3.378775 -0.2 0.2 0.3 0.06
C -1.831830 -1.367077 -3.552079 -0.2 -0.1 -0.1 0.04
H -1.094629 -2.153716 -3.383516 -0.2 0.3 -0.2 0.00
C -3.117045 -1.709729 -3.971551 0.1 0.1 0.2 0.00
H -3.363939 -2.761301 -4.139746 0.0 0.4 0.1 0.00
C -4.075800 -0.711417 -4.165996 0.2 0.1 0.1 0.05
H -5.081124 -0.984341 -4.484849 0.3 0.1 0.0 0.00
C -3.755844 0.628447 -3.915632 0.1 -0.1 0.2 0.00
H -4.512771 1.402551 -4.044678 0.2 -0.2 0.1 0.00
C -2.475961 0.974068 -3.484092 -0.2 -0.2 -0.2 0.04
H -2.230469 2.006213 -3.240500 -0.1 -0.2 -0.2 0.00
C 0.483281 2.025026 -3.866589 -0.1 0.6 0.0 0.02
C 1.011147 1.992186 -5.163933 -0.1 0.1 0.0 0.01
H 1.385756 1.060479 -5.582507 -0.1 0.3 0.1 0.00
C 1.044350 3.151147 -5.940778 0.0 0.0 0.2 0.00
H 1.421702 3.100032 -6.963911 -0.1 0.1 0.4 0.00
C 0.583085 4.357780 -5.411758 -0.2 -0.2 0.1 0.00
H 0.599496 5.260717 -6.026206 0.0 -0.3 0.3 0.00
C 0.083610 4.401238 -4.102404 0.1 -0.1 -0.1 0.00
H -0.293240 5.340674 -3.698756 0.2 -0.2 -0.1 0.00
C 0.050559 3.243642 -3.320360 0.1 0.0 -0.5 0.00
H -0.301358 3.276856 -2.291648 0.0 0.0 -0.1 0.00
Br 1.323878 3.361830 1.366488 -0.2 0.0 0.5 0.05
C 0.372764 2.293210 2.593197 0.1 0.5 0.0 0.07
C 0.952316 1.945719 3.814924 -0.3 -0.2 -0.2 -0.01
C 0.187380 1.256259 4.760060 0.3 0.2 -0.4 0.06
C -1.119981 0.862102 4.456921 -0.4 -0.2 -0.5 0.01
C -1.672788 1.157697 3.206396 -0.2 -0.1 0.7 0.03
C -0.940002 1.899104 2.274861 -0.2 0.9 -0.1 0.08
C -1.573691 2.383136 0.968695 1.4 -3.6 -2.0 0.04
O -2.116500 3.491514 1.066416 -0.2 0.3 0.3 0.62
O -1.494630 1.638527 -0.076977 -0.7 2.5 2.1 0.10
H 1.975290 2.246444 4.008485 -0.1 0.0 0.1 0.00
H 0.622394 1.040189 5.733589 -0.1 0.0 -0.2 0.00
H -1.722610 0.323847 5.195007 0.3 0.2 -0.3 0.00
H -2.686850 0.832812 2.959844 0.3 0.2 0.1 0.00
```
Forces are in eV/Å.

Summary:
E_HOMO (alpha / beta)	-9.98 / -11.65	eV
net charge	+1
energy relative to the best compared isomer or geometry (same formula, charge and spin)	0.00	kJ/mol
expectation value of S²	6.03
multiplicity	5

=====

3.
Density functional theory data (wB97M-V/def2-TZVPD) for C30H24Cl5IrN8O2S as an isolated structure.

The geometry in XYZ format:
```
71
Properties=species:S:1:pos:R:3:forces:R:3:lowdin_charge:R:1
Ir 1.173140 0.253376 -0.278330 -0.4 0.3 0.0 1.18
Cl 1.803440 0.377705 2.071039 0.2 0.0 0.2 0.82
C 0.046913 0.407320 2.151015 0.0 -0.1 0.4 -0.66
C -0.438721 0.250195 0.883243 0.0 0.0 -0.4 -0.39
C -1.799023 0.095709 0.721935 -0.1 0.0 -0.1 -0.67
Cl -2.437233 -0.216091 -0.851833 -0.2 -0.1 0.2 0.78
C -2.636741 0.188808 1.844322 0.1 0.0 0.0 -0.69
Cl -4.325385 0.066466 1.643850 0.0 0.0 0.0 0.77
C -2.097719 0.386939 3.124840 0.0 0.1 0.0 -0.70
Cl -3.117968 0.524156 4.482445 0.0 0.0 0.0 0.77
C -0.709539 0.479107 3.299398 -0.1 0.0 0.0 -0.71
Cl 0.026700 0.681754 4.820738 0.0 0.0 0.0 0.79
C 0.669444 -5.099955 -1.678679 -0.1 0.0 0.0 -0.04
N 0.923858 -3.857270 -0.926788 0.1 -0.1 0.0 -0.08
C 0.913787 -2.613142 -1.364870 -0.1 0.1 0.0 -0.10
N 1.055423 -1.789747 -0.322487 0.2 0.1 0.0 -0.10
C 1.139227 -2.633985 0.752438 0.0 0.0 0.0 -0.16
N 1.061345 -3.888849 0.412856 -0.1 0.0 0.0 0.17
C -0.813992 -5.357892 -1.747230 -0.1 0.0 0.0 -0.20
C -1.398051 -6.428401 -1.085304 0.0 0.0 0.0 -0.01
C -2.778652 -6.599003 -1.122396 0.0 0.1 0.0 -0.03
C -3.582948 -5.689290 -1.790463 0.0 -0.1 0.0 0.01
C -2.994689 -4.615129 -2.453993 -0.1 0.1 0.0 -0.13
C -1.616282 -4.468600 -2.446755 0.1 0.0 0.0 0.02
C -3.808867 -3.613343 -3.141295 0.0 -0.1 0.0 -0.29
N -5.072367 -3.588511 -3.373829 0.0 0.1 0.0 0.15
N -5.327744 -2.390177 -4.032536 0.0 0.0 0.0 0.14
C -4.197510 -1.791161 -4.149762 0.0 0.0 0.0 -0.29
O -3.176160 -2.501974 -3.604118 0.0 0.0 0.0 0.09
C -3.878288 -0.494337 -4.748240 0.1 -0.1 0.1 -0.12
C -4.866451 0.290593 -5.329419 0.0 0.1 0.0 0.01
C -4.522244 1.516029 -5.882371 0.0 -0.1 0.0 -0.03
C -3.209135 1.964738 -5.845949 0.0 0.0 0.0 -0.02
C -2.219452 1.179026 -5.266066 0.0 0.0 0.1 -0.20
C -0.786824 1.665584 -5.265716 -0.1 -0.1 0.0 -0.04
N -0.007833 1.066534 -4.173979 0.2 0.1 -0.1 -0.09
C -0.325120 1.007171 -2.894867 -0.1 0.1 0.1 -0.15
N 0.671773 0.420092 -2.236445 0.2 -0.2 0.0 -0.09
C 1.600632 0.145304 -3.210850 -0.1 -0.1 -0.1 -0.16
N 1.203464 0.516207 -4.394223 0.0 0.1 0.0 0.17
C -2.558997 -0.051345 -4.724231 0.0 0.0 -0.1 0.01
H 1.195748 -5.887754 -1.147050 0.0 0.0 0.0 0.14
H 1.113704 -4.982628 -2.666528 0.0 0.0 0.0 0.14
H 0.778821 -2.327538 -2.393249 0.1 0.0 0.0 0.13
H 1.254581 -2.308748 1.772295 0.0 0.0 0.0 0.11
H -0.780065 -7.132681 -0.541947 0.0 0.0 0.0 0.12
H -3.228560 -7.439722 -0.612566 0.0 0.0 0.0 0.12
H -4.659170 -5.798195 -1.803707 0.0 0.0 0.0 0.13
H -1.173607 -3.646877 -2.998036 0.0 0.0 0.0 0.11
H -5.888212 -0.064591 -5.344987 0.0 0.0 0.0 0.13
H -5.284931 2.130706 -6.340433 0.0 0.0 0.0 0.12
H -2.956683 2.926431 -6.277287 0.0 0.0 0.0 0.12
H -0.743892 2.748777 -5.154437 0.0 0.0 0.0 0.14
H -0.259855 1.401465 -6.180905 0.0 0.0 0.0 0.15
H -1.257263 1.353432 -2.479933 0.1 -0.1 -0.1 0.09
H 2.550511 -0.335438 -3.032004 0.0 0.0 0.0 0.14
H -1.802346 -0.696156 -4.296052 0.0 0.0 0.0 0.12
O 1.526531 2.274890 -0.289064 0.1 0.1 -0.1 -0.70
S 0.889231 3.679366 -0.257201 0.0 0.0 0.0 1.09
C -0.851049 3.548479 -0.761231 0.0 0.0 0.0 -0.30
C -1.658445 4.324616 0.274197 0.0 0.0 0.0 -0.20
C -1.052479 3.950615 1.624560 0.0 0.1 0.0 -0.20
C 0.458368 4.091825 1.463365 0.0 -0.1 0.0 -0.27
H -1.081973 2.482352 -0.724478 0.0 0.0 0.1 0.05
H -0.947806 3.921785 -1.779767 0.0 0.0 0.0 0.10
H -2.714438 4.064193 0.206132 0.0 0.0 0.0 0.13
H -1.576280 5.398259 0.095469 0.0 0.0 0.0 0.13
H -1.314973 2.924132 1.873593 0.0 -0.1 0.0 0.09
H -1.415199 4.589818 2.428246 0.0 0.0 0.0 0.13
H 1.071898 3.457183 2.102866 0.0 0.0 0.0 0.09
H 0.785483 5.124625 1.593505 0.0 0.0 0.0 0.11
```
Forces are in eV/Å.

Summary:
E_HOMO	-13.16	eV
net charge	+2
energy relative to the best compared isomer or geometry (same formula, charge and spin)	0.00	kJ/mol
multiplicity	1

=====

no.,DFT total energy (Ha)
1,-4796.0586
2,-4811.1396
3,-4549.0942